1.
DFT (the ωB97M-V functional and the def2-TZVPD basis) results for a cluster of 2 separate species, C4H14NO2 in total at a distorted geometry.

Each line ends with the Mulliken charge.
Element x y z (Å)
O1 1.172 -1.354 -0.957  -0.483
C1 1.032 -1.284 0.464  -0.588
C2 0.779 0.263 0.556  0.444
N1 -0.713 0.515 0.285  -0.220
C3 -1.138 1.905 0.227  -0.894
C4 1.135 0.880 1.898  -1.565
H1 2.141 -1.179 -1.046  0.330
H2 2.052 -1.773 0.847  0.291
H3 0.214 -1.886 0.674  0.256
H4 1.360 0.732 -0.237  0.308
H5 -0.858 0.077 -0.679  0.368
H6 -1.405 -0.057 0.984  0.469
H7 -2.070 1.996 -0.248  0.392
H8 -0.247 2.556 -0.265  0.311
H9 -1.233 2.310 1.210  0.379
H10 2.185 0.781 2.158  0.427
H11 1.141 1.944 1.832  0.465
H12 0.508 0.611 2.786  0.336
H13 -1.651 -0.955 -3.041  0.351
H14 -2.005 -1.746 -1.756  0.324
O2 -1.921 -0.846 -2.053  -0.702

Properties
- LUMO level (eV) = -3.07
- E_HOMO (hartree) = -0.5304
- energy relative to the best compared isomer or geometry (same formula, charge and spin) (kJ/mol) = 231.69
- frontier orbital gap (eV) = 11.3594
- charge = +1

***

2.
DFT (the ωB97M-V functional and the def2-TZVPD basis) results for a cluster of 3 separate species, C4H14NO2 in total at a distorted geometry.

Each line ends with the Mulliken charge.
Element x y z (Å)
C1 -3.495 0.048 0.248  -1.068
C2 -2.401 -0.871 0.864  -0.427
C3 -1.078 -0.303 0.614  -0.311
C4 -0.600 0.091 -0.562  -0.340
N1 0.860 0.377 -0.652  -0.279
H1 -3.081 0.966 -0.157  0.316
H2 -4.363 0.111 0.921  0.305
H3 -4.010 -0.235 -0.716  0.319
H4 -2.449 -1.810 0.292  0.212
H5 -2.518 -1.084 1.894  0.411
H6 -0.392 -0.133 1.451  0.309
H7 -1.163 0.341 -1.457  0.341
H8 1.401 -0.504 -0.557  0.445
H9 1.064 0.869 -1.516  0.340
H10 1.344 0.888 0.099  0.438
H11 3.567 1.709 -1.217  0.308
H12 3.821 1.955 0.235  0.319
O1 3.277 1.406 -0.345  -0.628
H13 3.411 -2.064 0.093  0.326
H14 3.774 -0.578 0.205  0.328
O2 3.031 -1.180 0.264  -0.665

Properties
- LUMO level (eV) = -3.17
- E_HOMO (hartree) = -0.5033
- energy relative to the best compared isomer or geometry (same formula, charge and spin) (kJ/mol) = 181.28
- frontier orbital gap (eV) = 10.5220
- charge = +1

***

3.
DFT (the ωB97M-V functional and the def2-TZVPD basis) results for a cluster of 2 separate species, C4H14NO2 in total.

Each line ends with the Mulliken charge.
Element x y z (Å)
C1 0.344 2.347 -0.745  -1.478
C2 0.343 0.926 -0.212  0.200
C3 -0.482 0.760 1.056  -0.678
C4 -0.468 -0.674 1.606  -0.643
O1 0.826 -1.251 1.499  -0.478
N1 -0.200 -0.013 -1.271  -0.172
H1 0.911 2.421 -1.671  0.426
H2 -0.665 2.720 -0.907  0.382
H3 0.812 2.984 0.003  0.384
H4 1.354 0.578 -0.037  0.349
H5 -1.510 1.076 0.852  0.331
H6 -0.077 1.443 1.806  0.392
H7 -1.144 -1.320 1.040  0.295
H8 -0.817 -0.658 2.635  0.422
H9 1.288 -1.174 2.348  0.318
H10 -0.077 -1.015 -1.015  0.162
H11 0.307 0.124 -2.144  0.411
H12 -1.182 0.178 -1.472  0.400
H13 0.939 -3.179 -1.102  0.313
H14 -0.563 -3.499 -1.049  0.314
O2 0.062 -2.773 -1.217  -0.649

Properties
- LUMO level (eV) = -3.01
- E_HOMO (hartree) = -0.5276
- energy relative to the best compared isomer or geometry (same formula, charge and spin) (kJ/mol) = 39.38
- frontier orbital gap (eV) = 11.3419
- charge = +1

***

4.
DFT (the ωB97M-V functional and the def2-TZVPD basis) results for a cluster of 3 separate species, C4H14NO2 in total at a distorted geometry.

Each line ends with the Mulliken charge.
Element x y z (Å)
C1 1.518 0.509 1.140  -1.168
C2 0.066 0.370 1.677  -0.258
C3 -1.018 0.283 0.586  0.570
C4 -2.313 0.022 0.716  -1.123
N1 -0.498 0.273 -0.788  -0.220
H1 2.088 0.689 2.059  0.368
H2 1.935 -0.333 0.593  0.368
H3 1.714 1.374 0.519  0.211
H4 0.136 -0.619 2.147  0.264
H5 -0.125 1.221 2.315  0.375
H6 -2.787 0.043 1.689  0.291
H7 -2.920 -0.142 -0.170  0.266
H8 -1.298 0.385 -1.418  0.446
H9 -0.107 -0.654 -1.010  0.372
H10 0.147 0.969 -1.284  0.251
H11 2.242 1.057 -2.595  0.334
H12 1.863 1.987 -1.530  0.352
O1 1.443 1.418 -2.189  -0.678
H13 -0.009 -3.275 -0.687  0.294
H14 -1.424 -3.027 -1.072  0.299
O2 -0.655 -2.549 -0.700  -0.614

Properties
- LUMO level (eV) = -3.01
- E_HOMO (hartree) = -0.5162
- energy relative to the best compared isomer or geometry (same formula, charge and spin) (kJ/mol) = 154.74
- frontier orbital gap (eV) = 11.0364
- charge = +1

***

5.
DFT (the ωB97M-V functional and the def2-TZVPD basis) results for a cluster of 2 separate species, C4H14NO2 in total at a distorted geometry.

Each line ends with the Mulliken charge.
Element x y z (Å)
O1 1.574 -1.398 -0.974  -0.508
C1 0.551 -0.549 -1.407  -0.570
C2 -0.552 -0.617 -0.383  0.325
N1 0.074 -0.149 0.965  -0.251
C3 -0.668 -0.660 2.125  -0.986
C4 -1.747 0.220 -0.662  -1.507
H1 2.294 -1.281 -1.606  0.351
H2 0.162 -0.598 -2.441  0.422
H3 0.861 0.602 -1.482  0.173
H4 -0.837 -1.641 -0.139  0.431
H5 1.106 -0.298 0.998  0.441
H6 0.011 0.894 0.932  0.426
H7 -0.236 -0.112 2.995  0.410
H8 -0.513 -1.679 2.441  0.381
H9 -1.729 -0.395 2.179  0.344
H10 -2.526 -0.419 -1.160  0.408
H11 -2.331 0.677 0.112  0.401
H12 -1.714 1.007 -1.441  0.362
H13 1.078 3.244 0.550  0.287
H14 0.334 2.773 -0.652  0.303
O2 0.684 2.430 0.192  -0.643

Properties
- LUMO level (eV) = -2.88
- E_HOMO (hartree) = -0.5350
- energy relative to the best compared isomer or geometry (same formula, charge and spin) (kJ/mol) = 144.60
- frontier orbital gap (eV) = 11.6747
- charge = +1

***

6.
DFT (the ωB97M-V functional and the def2-TZVPD basis) results for a cluster of 2 separate species, C4H14NO2 in total at a distorted geometry.

Each line ends with the Mulliken charge.
Element x y z (Å)
O1 -0.223 -0.055 -2.337  -0.487
C1 0.081 -1.032 -1.467  -0.661
C2 0.664 -0.485 0.049  -0.014
N1 -0.478 0.256 0.623  -0.177
C3 -0.036 1.118 1.677  -1.071
C4 1.055 -1.663 0.941  -1.297
H1 0.117 -0.004 -3.227  0.321
H2 0.929 -1.724 -1.757  0.376
H3 -0.782 -1.421 -1.107  0.435
H4 1.671 0.106 0.045  0.316
H5 -0.942 0.892 -0.167  0.433
H6 -1.218 -0.425 0.968  0.446
H7 -0.755 1.819 1.963  0.403
H8 0.872 1.635 1.430  0.393
H9 0.130 0.521 2.537  0.414
H10 1.830 -2.281 0.784  0.499
H11 1.405 -1.265 1.866  0.383
H12 0.021 -2.155 1.181  0.289
H13 -0.877 1.927 -1.824  0.350
H14 -2.174 2.063 -1.229  0.340
O2 -1.292 2.171 -0.948  -0.692

Properties
- LUMO level (eV) = -2.90
- E_HOMO (hartree) = -0.5257
- energy relative to the best compared isomer or geometry (same formula, charge and spin) (kJ/mol) = 262.63
- frontier orbital gap (eV) = 11.4050
- charge = +1